Entry 1:
C6H15O4 | the ωB97M-V functional and the def2-TZVPD basis

Computed properties:
Net charge: 0
E_HOMO (alpha / beta), eV: -9.74 / -9.74
ΔE to the lowest compared entry with this formula, charge and spin, kJ/mol: 18.2
Frontier orbital gap (alpha / beta), eV: 10.58 / 8.25
Spin multiplicity: 2

Last column: natural (NBO) charge in e.
Geometry (Å):
O1 1.337049 0.177102 3.329786  -0.57
C1 0.302017 0.734079 2.570379  -0.08
C2 -0.327008 -0.189492 1.545135  -0.09
O2 -1.218430 -1.083939 2.165216  -0.56
C3 -1.858079 -1.953623 1.267597  -0.25
H1 0.745114 1.588670 2.035643  0.19
H2 -0.484366 1.136443 3.236466  0.16
H3 0.465144 -0.744830 1.009429  0.17
H4 -0.871902 0.424283 0.803775  0.17
H5 -2.507359 -2.612105 1.857505  0.19
H6 -2.459336 -1.388040 0.535122  0.17
H7 -1.126914 -2.572036 0.718755  0.17
C4 0.937681 -0.834172 4.422549  -0.28
H8 0.234631 -0.244778 5.036970  0.20
H9 1.826996 -0.959782 5.053103  0.20
H10 0.828183 -1.788953 3.883187  0.20
O3 -0.816408 -2.435827 5.841507  -0.30
C5 -2.891598 -0.487497 5.242473  -0.27
O4 -3.012451 -1.895975 5.287994  -0.54
C6 -1.843661 -2.590485 4.999822  0.12
H11 -3.889799 -0.066960 5.406261  0.20
H12 -2.214645 -0.125107 6.032135  0.18
H13 -2.506971 -0.151385 4.265969  0.18
H14 -2.107665 -3.664030 4.904656  0.20
H15 -1.453977 -2.281984 3.992175  0.23

Cartesian forces, eV/Å:
0.375 -1.452 1.463
-0.265 0.099 0.356
0.204 0.202 -0.395
-0.032 -0.053 0.366
-0.066 -0.182 -0.280
-0.079 -0.255 0.126
0.017 -0.083 -0.218
-0.155 0.128 0.126
0.085 -0.125 0.114
0.087 0.187 -0.210
0.079 -0.190 0.171
-0.161 0.136 0.104
1.755 2.337 -1.899
-0.529 -1.317 -0.428
-0.024 0.245 -0.331
-1.113 0.471 0.752
-0.182 -0.119 0.027
0.220 0.357 0.047
-0.392 -0.160 0.090
0.235 -0.054 -0.414
0.249 -0.156 -0.033
-0.184 -0.064 -0.170
-0.114 -0.124 0.183
0.007 0.237 0.132
-0.018 -0.065 0.321

***

Entry 2:
C3H12IN6O3 | the ωB97M-V functional and the def2-TZVPD basis

Computed properties:
Net charge: -1
E_HOMO, eV: -4.06
ΔE to the lowest compared entry with this formula, charge and spin, kJ/mol: 294.7
Frontier orbital gap, eV: 6.47

Last column: natural (NBO) charge in e.
Geometry (Å):
I1 1.230386 -1.536283 -0.838091  -1.00
C1 0.819768 -1.643667 -7.110176  0.74
O1 0.549322 -1.683970 -8.269129  -0.69
N1 2.004803 -1.284342 -6.690159  -0.84
N2 0.055079 -1.993799 -6.163525  -0.81
H1 2.016799 -0.887800 -5.761337  0.39
H2 2.761161 -1.156112 -7.347118  0.40
H3 0.413533 -1.924120 -5.221842  0.41
H4 -0.880800 -2.261880 -6.432542  0.41
C2 -2.423835 3.210078 2.273330  0.76
O2 -3.233736 2.267742 2.265592  -0.66
N3 -2.518908 4.370723 2.879147  -0.83
N4 -1.341558 3.342827 1.513579  -0.85
H5 -1.841260 5.103288 2.723442  0.38
H6 -3.280903 4.513987 3.526400  0.39
H7 -1.258506 2.590040 0.845363  0.41
H8 -0.648606 4.077459 1.498306  0.39
C3 0.979306 -1.785988 5.023493  0.75
O3 1.130289 -1.617803 6.201905  -0.70
N5 0.001317 -1.372704 4.262268  -0.84
N6 1.783536 -2.553681 4.386791  -0.82
H9 -0.564569 -0.771204 4.843708  0.40
H10 0.005457 -1.396270 3.252545  0.42
H11 1.733631 -2.639969 3.381718  0.40
H12 2.508295 -2.966551 4.956330  0.40

Cartesian forces, eV/Å:
-0.022 0.029 0.041
1.679 0.380 -2.367
-1.207 -0.351 -3.717
3.653 1.395 1.539
-3.901 -1.351 3.835
0.898 -0.034 -0.230
-0.405 0.302 0.312
-0.859 -0.438 0.097
0.151 0.091 0.681
-1.138 -1.048 -1.140
1.377 1.384 0.380
-2.211 2.717 3.383
2.050 -2.810 -2.958
-0.505 -0.277 0.258
0.292 0.177 -0.074
0.617 0.132 -0.048
-0.480 -0.336 0.209
0.105 -0.549 0.294
-0.553 1.237 2.931
-3.016 2.180 0.124
3.835 -3.110 -2.339
-0.632 0.323 -1.094
-0.183 0.253 0.292
0.415 -0.318 0.242
0.039 0.026 -0.651

***

Entry 3:
H31O15 | the ωB97M-V functional and the def2-TZVPD basis

Computed properties:
Net charge: +1
E_HOMO, eV: -12.67
ΔE to the lowest compared entry with this formula, charge and spin, kJ/mol: 229.7
Frontier orbital gap, eV: 9.89

Last column: natural (NBO) charge in e.
Geometry (Å):
O1 -1.091101 0.082783 3.942535  -0.95
H1 0.735762 3.197388 -2.483691  0.48
H2 -0.843186 0.687245 4.640787  0.48
O2 -1.862461 -2.317943 -0.081726  -0.98
H3 -2.776226 -2.044772 0.089892  0.49
H4 -2.015078 -2.719277 -0.950605  0.49
O3 1.587494 2.838044 -2.734519  -0.95
H5 -2.598897 2.326844 -2.359519  0.49
H6 1.051336 -0.422588 -0.283038  0.58
O4 -2.119495 3.362825 -0.993980  -0.97
H7 4.502365 -0.653897 -1.424715  0.48
H8 -2.388009 3.171674 -0.084421  0.51
O5 0.370868 -1.090603 -0.729070  -0.78
H9 0.718049 -1.968922 -0.453152  0.55
H10 -0.352792 -0.894251 -0.094010  0.55
O6 -2.757919 1.434233 -2.692870  -0.98
H11 4.263141 -1.923856 1.481798  0.47
H12 1.923358 3.390662 -3.444592  0.50
O7 3.559440 -2.547940 1.688772  -0.94
H13 0.406064 -0.902125 2.123125  0.48
H14 3.054182 -0.297452 -1.794658  0.47
O8 -0.315927 -2.721763 1.942576  -0.96
H15 0.388392 -0.032117 -3.578537  0.48
H16 -1.213207 -2.969295 2.179238  0.49
O9 3.622065 -1.025135 -1.535047  -0.95
H17 -1.866189 1.114690 -2.863381  0.48
H18 2.005830 -3.900211 -1.114760  0.49
O10 -3.629680 1.955164 1.018393  -0.98
H19 0.140126 1.243696 0.671272  0.50
O11 -0.921369 1.992217 1.713477  -0.93
H20 -0.247150 1.954129 2.407171  0.49
H21 -1.558302 1.389896 2.123201  0.49
O12 1.054412 -0.183560 2.208190  -0.96
H22 -0.191411 -3.121831 1.081563  0.48
H23 1.374071 -0.449187 3.076532  0.47
O13 1.264917 -3.527673 -1.626899  -0.97
H24 3.370397 -2.335444 2.608431  0.47
H25 1.776768 -3.563345 -2.451901  0.49
O14 0.814746 1.211102 -0.058381  -0.97
H26 -0.718198 -0.710030 4.346839  0.47
H27 0.301737 1.585914 -0.785518  0.48
O15 0.148588 0.538192 -2.838144  -0.99
H28 0.774576 1.278463 -3.019883  0.49
H29 -1.582689 4.143347 -0.800746  0.48
H30 -3.948300 1.332353 1.666618  0.49
H31 -4.211118 2.092347 0.267343  0.50

Cartesian forces, eV/Å:
0.096 -0.408 0.613
-0.198 0.451 -0.003
-0.235 0.893 0.191
-1.228 -0.101 -0.817
0.184 0.236 0.455
0.517 -0.077 -0.111
0.228 -0.302 0.036
-0.184 -0.111 0.087
-0.683 0.644 -1.191
0.650 0.967 0.880
-0.037 0.103 -0.055
-0.246 -0.744 0.071
1.520 0.082 2.130
-0.047 -0.347 -0.871
-0.720 -0.506 -0.615
-0.078 -0.142 -0.214
0.007 -0.057 -0.271
-0.024 0.151 -0.087
0.011 0.193 0.133
-0.213 -0.017 -0.319
0.055 0.310 -0.095
0.518 0.225 0.660
-0.436 -0.384 0.075
-0.112 -0.016 -0.038
-0.131 -0.348 0.115
0.130 -0.217 -0.076
-0.562 0.031 0.752
0.958 0.585 -0.095
0.578 0.439 -0.126
-0.039 -0.285 0.875
0.323 0.253 -0.192
-0.305 0.133 -0.375
0.031 -0.702 0.209
-0.122 -0.315 -0.031
0.532 0.470 0.082
1.430 -0.555 0.100
-0.121 -0.213 0.031
-0.825 0.543 -0.468
-0.257 -0.084 0.217
-0.284 -0.488 -0.431
0.193 -0.129 -0.230
0.805 0.421 -0.821
-0.377 -0.071 0.369
-0.019 0.157 -0.567
-0.771 -0.112 -0.205
-0.511 -0.557 0.222

***

> Look up the ΔE to the lowest compared entry with this formula, charge and spin of the third one.

229.7 kJ/mol

***

> Which value of ΔE to the lowest compared entry with this formula, charge and spin does entry 3 give?

229.7 kJ/mol

***

> The highest net charge belongs to which entry?

H31O15

***

> Which of these has the highest net charge?

H31O15